No. 1
Computed, not measured: C3H2N2O2 as an isolated structure, with the ωB97M-V functional and the def2-TZVPD basis.

ORCA input file:
```
! wB97M-V def2-TZVPD RIJCOSX def2/J DEFGRID3
* xyz 0 1
O -0.480 -2.549 -0.326
C 0.305 -1.761 0.129
C 0.138 -0.295 -0.049
N -0.096 0.529 0.918
C -0.335 1.682 0.219
N -0.230 1.573 -1.071
O 0.094 0.241 -1.260
H 1.148 -2.058 0.766
H -0.543 2.638 0.673
*
```

Properties
HOMO energy (eV): -11.1613
Orbital gap (eV): 10.94
LUMO energy (hartree): -0.0082

***

No. 2
Computed, not measured: CHAgLiO3 as an isolated structure at a distorted geometry, with the ωB97M-V functional and the def2-TZVPD basis.

ORCA input file:
```
! wB97M-V def2-TZVPD RIJCOSX def2/J DEFGRID3
* xyz 2 2
O -0.864 0.845 -1.176
C -1.380 0.471 -0.167
H -0.619 0.855 0.873
O 0.850 -0.371 0.881
O -0.351 -0.392 1.017
Li 1.029 -1.858 -0.295
Ag 1.335 0.450 -1.132
*
```

Properties
HOMO energy (spin up / spin down) (eV): -21.3487 / -21.2810
Orbital gap (spin up / spin down) (eV): 9.92 / 7.90
LUMO energy (spin up / spin down) (hartree): -0.4202 / -0.4916

***

No. 3
Computed, not measured: C4H11NOS as an isolated structure at a distorted geometry, with the ωB97M-V functional and the def2-TZVPD basis.

ORCA input file:
```
! wB97M-V def2-TZVPD RIJCOSX def2/J DEFGRID3
* xyz 0 1
C -1.489 1.841 0.398
O -0.927 1.945 2.058
C -1.439 0.508 -0.375
C -0.113 -0.249 -0.088
C -0.241 -1.789 -0.526
S 2.842 -1.172 0.082
N -1.775 0.078 -1.806
H -0.432 2.265 0.902
H -1.587 2.682 -0.229
H -2.089 1.639 1.296
H -2.348 0.006 -0.527
H 0.280 -0.189 0.954
H 0.783 0.242 -0.647
H -1.036 -2.271 0.061
H 0.677 -2.443 -0.409
H 2.660 -0.103 0.841
H -2.273 0.814 -2.199
H -0.582 -1.851 -1.636
*
```

Properties
HOMO energy (eV): -7.2301
Orbital gap (eV): 3.50
LUMO energy (hartree): -0.1371

***

No. 4
Computed, not measured: C47H52HfN7O2PS4Si as an isolated structure at a distorted geometry, with the ωB97M-V functional and the def2-TZVPD basis.

ORCA input file:
```
! wB97M-V def2-TZVPD RIJCOSX def2/J DEFGRID3
* xyz 0 1
Hf -0.129 -0.381 -0.431
C -5.656 -0.713 -1.196
Si -5.097 -2.108 -2.326
C -5.662 -1.642 -4.074
C -5.870 -3.748 -1.782
C -3.229 -2.429 -2.485
C -2.768 -3.125 -3.586
C -1.400 -3.334 -3.792
C -0.523 -2.773 -2.899
N -0.918 -2.087 -1.820
C -2.250 -1.956 -1.577
S -2.628 -1.255 -0.061
H -6.713 -0.495 -1.371
H -5.081 0.193 -1.393
H -5.522 -0.962 -0.146
H -6.744 -1.504 -4.100
H -5.412 -2.398 -4.820
H -5.201 -0.704 -4.387
H -6.959 -3.704 -1.851
H -5.611 -3.973 -0.746
H -5.530 -4.580 -2.400
H -3.474 -3.521 -4.307
H -1.034 -3.904 -4.634
H 0.548 -2.899 -3.014
C -0.503 -2.353 2.638
O -0.122 -2.312 1.267
C 0.044 -3.603 0.690
C 1.456 -3.736 0.160
O 1.683 -2.713 -0.799
C 2.959 -2.858 -1.397
H -1.515 -2.751 2.740
H -0.476 -1.332 3.005
H 0.202 -2.958 3.215
H -0.664 -3.712 -0.132
H -0.150 -4.381 1.429
H 1.590 -4.723 -0.300
H 2.176 -3.626 0.980
H 3.037 -3.820 -1.916
H 3.753 -2.793 -0.648
H 3.088 -2.050 -2.114
N 4.195 -2.497 -9.742
C 3.944 -1.973 -8.751
C 3.635 -1.354 -7.504
C 2.311 -1.252 -7.075
C 2.019 -0.714 -5.839
C 3.045 -0.278 -5.003
C 4.363 -0.343 -5.445
C 4.657 -0.873 -6.684
N 2.751 0.167 -3.696
C 3.578 0.865 -2.835
C 2.926 0.931 -1.646
N 1.720 0.283 -1.750
C 1.639 -0.145 -2.990
H 1.515 -1.605 -7.717
H 0.987 -0.629 -5.528
H 5.170 -0.004 -4.812
H 5.682 -0.936 -7.021
H 4.529 1.265 -3.133
H 3.249 1.390 -0.729
H 0.779 -0.651 -3.391
N -1.035 0.734 -1.713
C -1.250 2.068 -1.604
C -2.397 2.685 -2.162
C -2.642 4.035 -2.010
C -1.750 4.851 -1.327
C -0.589 4.292 -0.811
C -0.340 2.939 -0.940
H -3.104 2.050 -2.685
H -3.551 4.463 -2.418
H -1.958 5.906 -1.200
H 0.124 4.919 -0.288
H 0.586 2.517 -0.562
N 2.948 1.371 2.608
C 3.274 0.100 2.407
S 2.625 -0.806 1.133
N 4.192 -0.531 3.180
C 5.114 -0.132 4.159
C 5.277 1.164 4.643
C 6.225 1.422 5.623
C 7.028 0.414 6.128
C 6.887 -0.873 5.629
C 5.941 -1.143 4.660
H 2.119 1.716 2.130
H 3.137 1.833 3.482
H 4.292 -1.495 2.901
H 4.702 1.990 4.254
H 6.337 2.434 5.989
H 7.757 0.628 6.897
H 7.522 -1.670 5.993
H 5.840 -2.150 4.271
S 0.740 3.986 2.810
P -0.689 2.650 2.769
S -0.131 0.877 1.897
C -1.166 2.117 4.457
C -2.099 1.095 4.609
C -2.469 0.683 5.877
C -1.911 1.291 6.995
C -0.992 2.318 6.845
C -0.618 2.733 5.573
C -2.324 3.215 2.193
C -2.752 4.464 2.637
C -4.041 4.886 2.363
C -4.901 4.065 1.648
C -4.466 2.829 1.195
C -3.178 2.396 1.472
H -2.524 0.625 3.730
H -3.193 -0.113 5.994
H -2.187 0.953 7.986
H -0.564 2.796 7.716
H 0.098 3.533 5.436
H -2.067 5.092 3.194
H -4.378 5.853 2.716
H -5.915 4.386 1.448
H -5.128 2.192 0.625
H -2.844 1.428 1.120
*
```

Properties
HOMO energy (eV): -6.0143
Orbital gap (eV): 5.51
LUMO energy (hartree): -0.0186

***

No. 5
Computed, not measured: one molecule with the formula C6H7F3N2 at a distorted geometry, with the ωB97M-V functional and the def2-TZVPD basis.

ORCA input file:
```
! wB97M-V def2-TZVPD RIJCOSX def2/J DEFGRID3
* xyz 0 1
C -0.922 0.289 1.889
N -0.275 0.423 0.618
C 0.627 1.360 0.311
C 1.120 1.518 -0.948
C 0.522 0.768 -1.995
N -0.370 -0.140 -1.829
C -0.653 -0.604 -0.538
C 0.160 -1.888 -0.251
F 0.328 -2.642 -1.339
F 1.379 -1.613 0.231
F -0.443 -2.666 0.668
H -1.960 -0.013 1.742
H -0.433 -0.464 2.514
H -0.901 1.245 2.412
H 0.913 2.019 1.121
H 1.875 2.252 -1.159
H 0.749 1.006 -3.026
H -1.716 -0.850 -0.422
*
```

Properties
HOMO energy (eV): -8.1102
Orbital gap (eV): 8.88
SMILES: CN1C=CC=N[C@H]1C(F)(F)F
LUMO energy (hartree): 0.0285

***

No. 6
Computed, not measured: one molecule with the formula C6H12N2O5 at a distorted geometry, with the ωB97M-V functional and the def2-TZVPD basis.

ORCA input file:
```
! wB97M-V def2-TZVPD RIJCOSX def2/J DEFGRID3
* xyz 0 1
C 2.851 0.200 -1.497
N 1.602 0.258 -1.292
C 1.159 1.163 -0.272
O 2.129 1.830 0.540
C 0.307 0.162 0.884
C 1.347 -0.921 1.184
O 2.320 -0.465 1.752
O 1.047 -2.151 0.993
N -0.984 -0.335 0.509
C -1.004 -1.032 -0.715
O -1.216 -2.397 -0.396
C -2.103 0.550 0.980
O -2.163 1.576 0.052
H 3.138 -0.534 -2.190
H 3.616 0.676 -0.781
H 0.480 2.035 -0.475
H 2.519 1.199 1.090
H 0.123 0.901 1.628
H 0.354 -2.451 0.454
H -0.143 -0.815 -1.338
H -1.899 -0.557 -1.290
H -1.559 -2.493 0.467
H -3.157 0.187 0.922
H -1.759 0.784 1.937
H -1.323 1.698 -0.390
*
```

Properties
HOMO energy (eV): -8.9473
Orbital gap (eV): 9.51
SMILES: C=N[C@H](O)[C@H](C(=O)O)N(CO)CO
LUMO energy (hartree): 0.0205

***

Short version: relative energy (zero: lowest compared OMol25 entry of this formula, charge and spin) = 165.98 73.07 1392.86 235.01 48.29 345.66 kJ/mol, in the order given.